C8H11NS | ωB97M-V/def2-TZVPD

The geometry in XYZ format:
```
21
Properties=species:S:1:pos:R:3:forces:R:3
C 1.7514 -0.6625 -1.4965 2.4 1.9 -2.0
C 2.0032 -1.1317 -0.2519 -1.0 1.4 1.4
C 1.3184 0.6959 -1.6327 -0.6 -2.6 2.0
C 1.5409 -0.3831 0.8628 -0.5 -0.4 -1.4
C 0.8442 1.3336 -0.5066 -0.6 1.6 -0.3
C 0.8657 0.8198 0.7744 1.3 -0.4 -0.9
C -1.8784 0.9908 2.2347 -1.9 -0.4 -1.2
C -1.7470 -1.2162 -0.9254 -0.8 1.7 -0.9
N -1.7627 0.1194 1.3249 0.9 -0.7 -0.1
S -2.5872 0.1841 -0.1555 0.1 0.6 1.0
H 2.3669 -1.1116 -2.3203 -1.3 0.2 0.4
H 2.5972 -1.9979 -0.0822 0.1 -0.7 0.1
H 1.2533 1.1273 -2.5655 -0.1 1.0 -1.9
H 1.5792 -0.9439 1.7100 0.4 -0.9 2.9
H 0.4038 2.3285 -0.5217 0.1 0.0 -0.8
H -2.7180 1.6666 2.0151 0.6 0.8 1.2
H 0.4581 1.4884 1.5343 0.4 -0.9 0.2
H -1.2959 0.8816 3.1529 -0.3 0.3 -0.2
H -2.5825 -1.8631 -1.0964 0.1 -1.1 -0.3
H -1.0489 -1.5229 -0.1620 0.4 -0.4 -0.3
H -1.3617 -0.8029 -1.8923 0.2 -0.9 1.0
```
Forces are in eV/Å.

Results
Charge: 0
Energy above the lowest of the compared OMol25 structures with the same formula, charge and spin, kJ/mol: 178.8
HOMO level, eV: -8.43
Structure (SMILES): c1ccccc1.C=NSC
Orbital gap, eV: 9.3391
LUMO level, eV: 0.9058

=====

C8H11NSi | ωB97M-V/def2-TZVPD

The geometry in XYZ format:
```
21
Properties=species:S:1:pos:R:3:forces:R:3
C 2.8935 0.2239 0.5814 -3.6 -1.2 0.2
C 2.3953 1.0843 -0.3826 1.2 -1.1 -1.2
C 2.0731 -0.8299 1.0896 0.9 0.9 -0.4
C 1.2509 0.7252 -1.0686 -1.2 0.0 1.3
C 0.8101 -1.0927 0.4745 2.1 -0.6 0.8
C 0.4548 -0.3772 -0.6310 -0.1 1.7 -0.8
C -1.9942 -0.3969 -0.2641 -4.3 -6.6 0.2
C -0.9213 -0.5536 -1.2562 0.8 0.0 -1.4
N -2.7447 -1.6561 -0.1884 3.4 6.1 0.6
Si -2.2732 1.1650 0.7560 0.5 -3.4 1.8
H 3.7695 0.4837 1.0423 2.2 0.2 1.2
H 3.1049 1.8128 -0.7815 -0.6 0.4 0.2
H 2.5636 -1.3333 1.9561 -1.2 -0.1 -0.8
H 0.8097 1.4633 -1.7213 0.0 -0.3 -0.7
H 0.1479 -1.9028 0.7407 0.1 -0.1 0.5
H -0.9027 0.1750 -2.0639 -0.6 0.4 0.0
H -1.1502 -1.5003 -1.7744 0.7 0.0 0.4
H -3.3488 -1.5504 0.6351 -0.4 0.0 -0.3
H -3.6319 1.2239 1.2587 -0.4 0.1 0.2
H -1.2790 0.7850 1.8403 -0.4 1.0 -0.3
H -2.0269 2.0512 -0.2428 0.7 2.5 -1.5
```
Forces are in eV/Å.

Results
Charge: 0
Energy above the lowest of the compared OMol25 structures with the same formula, charge and spin, kJ/mol: 67.8
HOMO level, eV: -9.19
Structure (SMILES): [H]/N=C(\[SiH3])Cc1ccccc1
Orbital gap, eV: 9.6526
LUMO level, eV: 0.4665

=====

C8H11NSi2 | ωB97M-V/def2-TZVPD

The geometry in XYZ format:
```
22
Properties=species:S:1:pos:R:3:forces:R:3
C 2.1543 -1.2576 -1.5102 -1.0 -0.1 0.0
C 3.1132 -1.1462 -0.8063 0.8 0.1 -0.6
C -1.2023 -0.4711 2.7163 -0.1 -0.6 0.3
C -1.9848 -0.4254 1.5836 2.4 2.1 0.3
C -0.1409 0.4236 2.8989 -1.6 -0.1 -3.0
C -1.6172 0.5457 0.6632 0.4 -0.9 0.5
C 0.2856 1.3339 1.9133 0.2 -0.9 1.0
C -0.4557 1.3200 0.7058 -0.5 -0.1 1.8
N -0.1976 2.0927 -0.4041 3.4 1.3 1.3
Si 0.6543 -1.7379 -2.3771 -0.4 -1.6 -0.6
Si 1.2872 2.9805 -0.5971 -0.2 0.4 -0.6
H -1.4269 -1.3011 3.3745 0.4 0.3 0.6
H -2.7266 -1.1262 1.3812 -1.3 -0.9 -0.2
H 0.4342 0.3360 3.7227 1.7 -0.2 2.8
H -2.2257 0.5661 -0.1795 -0.8 0.4 -1.8
H 1.2343 1.8729 2.2324 -1.5 -0.3 -1.3
H -0.8841 2.0063 -1.0526 -2.3 0.0 -2.4
H -0.5222 -1.0316 -2.0614 -0.9 1.3 0.4
H 0.1927 -3.1099 -2.0325 0.5 0.0 0.1
H 0.7749 -1.7625 -3.8365 0.4 0.2 -0.2
H 0.9450 3.7345 -1.9589 -0.1 -0.7 0.7
H 4.1374 -1.0928 -0.5897 0.6 0.2 0.9
```
Forces are in eV/Å.

Results
Charge: 0
Energy above the lowest of the compared OMol25 structures with the same formula, charge and spin, kJ/mol: 0.0
HOMO level, eV: -8.36
Orbital gap, eV: 8.1620
LUMO level, eV: -0.1950

=====

C8H12 | ωB97M-V/def2-TZVPD

The geometry in XYZ format:
```
20
Properties=species:S:1:pos:R:3:forces:R:3
C 2.0019 2.6018 -0.1966 -0.5 0.2 -3.0
C 1.1525 1.4778 0.2327 1.9 2.0 3.5
C 1.5705 0.1203 0.1569 -1.2 -0.2 -1.4
C -0.3720 -1.3178 0.3710 -0.8 0.8 1.8
C 0.0427 -0.0780 0.0000 0.4 -2.9 -2.0
C -0.7501 0.6227 -1.1116 -0.4 -0.7 0.6
C -2.3142 -2.7883 0.9842 0.0 -0.4 -0.3
C -1.7769 -1.6110 0.6789 -0.4 -0.1 -0.7
H 1.4322 3.3619 -0.7564 -0.2 0.1 0.6
H 2.4419 3.0961 0.6659 -0.2 -0.2 0.4
H 2.7800 2.3583 -0.9330 0.5 -0.3 0.3
H 1.9112 -0.3431 1.0785 -0.5 0.2 0.3
H 2.1400 -0.2963 -0.6821 0.6 0.4 -0.2
H 0.3253 -1.9437 0.9144 0.2 -0.2 -0.1
H -1.5168 -0.0830 -1.4059 -0.2 -0.2 -0.2
H -0.1337 0.7118 -2.0086 0.0 0.6 0.1
H -1.3091 1.4963 -0.7865 0.5 0.5 -0.2
H -3.3426 -2.8754 1.2867 -0.3 0.1 0.0
H -1.8149 -3.7404 0.8508 0.4 0.1 0.3
H -2.4679 -0.7699 0.6608 0.2 0.1 0.2
```
Forces are in eV/Å.

Results
Charge: 0
Energy above the lowest of the compared OMol25 structures with the same formula, charge and spin, kJ/mol: 557.9
HOMO level, eV: -7.31
Orbital gap, eV: 7.2890
LUMO level, eV: -0.0254

=====

C8H12 | ωB97M-V/def2-TZVPD

The geometry in XYZ format:
```
20
Properties=species:S:1:pos:R:3:forces:R:3
C 1.9537 -1.9772 -1.6482 -4.1 -0.9 2.3
C 0.6185 -1.2199 -1.1987 2.3 -1.3 -3.8
C -0.2071 -0.9873 -2.2270 -0.1 -0.1 2.2
C 0.6202 -0.7832 0.1785 1.4 -1.1 0.7
C -0.2426 0.4200 0.3134 0.7 -0.6 6.3
C -0.5073 0.8909 1.6019 0.7 -1.4 -2.9
C -0.8682 2.2459 1.9136 -4.4 2.5 0.0
C -2.2000 2.6206 2.0704 1.2 -3.9 -1.0
H 2.7839 -1.4680 -1.3401 2.2 1.6 0.9
H 1.8846 -2.8915 -0.9771 0.5 0.3 -1.6
H 1.9433 -2.0199 -2.7084 0.1 -1.0 -0.8
H -1.1793 -0.5864 -2.1792 -1.0 0.8 0.5
H -0.0333 -1.4039 -3.1575 0.8 -0.7 -1.7
H 0.4027 -1.6477 0.8394 -0.5 0.5 -0.1
H 1.7736 -0.7109 0.4013 -2.1 0.9 0.0
H -0.5636 0.8017 -0.5853 -0.4 1.8 -1.6
H -0.4774 0.2563 2.5067 0.8 0.0 -0.8
H -0.1207 3.0597 1.9243 -0.2 -0.7 0.4
H -3.0912 1.8353 1.8626 2.3 1.8 0.7
H -2.4897 3.5653 2.4094 -0.3 1.5 0.2
```
Forces are in eV/Å.

Results
Charge: 0
Energy above the lowest of the compared OMol25 structures with the same formula, charge and spin, kJ/mol: 290.8
HOMO level, eV: -8.87
Structure (SMILES): C=C/C=C/CC(=C)C
Orbital gap, eV: 9.7271
LUMO level, eV: 0.8523

=====

C8H12B3F12K2O6 | ωB97M-V/def2-TZVPD

The geometry in XYZ format:
```
43
Properties=species:S:1:pos:R:3:forces:R:3
K -24.7015 -9.1145 4.5908 -3.2 7.0 -0.5
K -21.4734 -12.4722 5.5017 0.5 -1.8 1.1
B -23.8163 -11.3119 5.4276 1.9 0.5 -0.9
F -25.1231 -10.9427 5.6921 -0.4 1.9 3.6
F -22.9837 -10.7811 6.4154 -5.5 3.3 -5.5
F -23.7070 -12.6235 5.1314 3.1 4.7 -1.7
F -23.5245 -10.6109 4.2863 1.8 -1.3 -1.2
B -20.8234 -12.1424 8.0550 0.6 -0.6 2.8
F -20.2970 -11.5372 9.1865 0.5 0.3 0.4
F -19.8721 -12.3625 7.0954 2.3 -0.3 -0.1
F -21.4073 -13.3607 8.4382 -0.2 -0.8 -0.1
F -21.7850 -11.3742 7.5157 3.7 -0.8 4.8
B -21.0015 -11.4347 3.0776 -2.0 -2.7 -3.0
F -20.8595 -10.2786 3.5591 1.3 6.6 3.3
F -20.2717 -12.3553 3.7362 4.2 -1.9 -1.4
F -22.2851 -11.8680 3.3903 -0.5 -2.1 -2.5
F -20.9133 -11.3150 1.7219 0.8 -0.9 -1.9
C -26.0731 -12.4332 4.0345 -0.9 -1.1 -2.3
C -25.1488 -13.3056 3.0796 -0.3 0.5 2.4
C -24.0207 -14.1414 3.7474 0.4 -0.9 -1.0
O -23.9000 -15.2084 2.8287 -0.8 -1.4 -2.8
C -25.0637 -15.3252 2.1345 0.3 -2.8 -1.7
O -25.3348 -16.1851 1.2792 1.0 2.2 2.4
O -25.9169 -14.3941 2.5264 -0.8 1.1 -0.4
H -26.7530 -13.1316 4.5224 0.0 0.2 -0.1
H -26.7201 -11.7704 3.4599 -0.4 -0.3 -0.9
H -25.7042 -11.6790 4.7296 -0.6 -2.6 -1.9
H -24.7591 -12.7091 2.2547 0.2 0.0 0.0
H -24.2808 -14.7248 4.6306 -0.1 1.1 0.2
H -23.0428 -13.6608 3.7773 -0.7 -0.7 -0.5
C -26.6161 -12.0608 9.0136 0.4 -0.9 1.7
C -26.0813 -12.2465 7.6000 -1.4 0.0 2.2
C -24.5980 -12.6391 7.4431 -2.5 -0.1 0.7
O -24.7567 -13.4760 6.3193 -3.6 -5.4 3.2
C -25.9504 -14.0945 6.2787 -0.5 -1.5 1.2
O -26.2612 -15.1025 5.6571 0.8 2.2 1.2
O -26.7855 -13.4524 7.1494 0.5 0.4 -0.8
H -26.1287 -12.7483 9.7049 0.0 -0.9 -0.3
H -27.6755 -12.3108 9.0709 0.0 0.2 -0.2
H -26.4323 -11.2030 9.6605 0.0 1.0 -1.1
H -26.4477 -11.3965 7.0244 0.3 -0.5 -0.1
H -24.2707 -13.2476 8.2862 0.3 0.3 0.1
H -23.9569 -11.7975 7.1807 -0.4 -1.2 1.7
```
Forces are in eV/Å.

Results
Charge: -1
HOMO level, eV: -7.63
Orbital gap, eV: 8.4573
LUMO level, eV: 0.8277

=====

C8H12Br2N2 | ωB97M-V/def2-TZVPD

The geometry in XYZ format:
```
24
Properties=species:S:1:pos:R:3:forces:R:3
C -4.3120 -0.6833 0.5478 1.9 -1.2 0.9
C -1.4568 -0.0353 -0.0809 -3.2 -1.0 -0.3
C -4.2119 0.5457 0.0407 1.5 3.0 0.0
C 0.7989 0.1213 -0.9617 -5.1 -0.2 -0.6
C -0.2444 -2.2146 -0.4133 0.4 0.9 -1.4
C 0.2004 -0.6041 1.4287 4.2 2.7 0.7
C -1.2204 2.5169 -0.1042 -1.2 -1.0 -3.8
C -0.1505 -0.6907 -0.0308 -0.3 0.6 -0.4
N -3.2569 1.4547 -0.0186 -1.7 0.3 -0.7
N -1.9273 1.1488 -0.0985 0.7 0.3 1.0
Br -5.2243 -2.0865 -0.0487 -0.6 -0.9 -0.5
Br -5.8701 1.5218 -0.0091 -0.5 -0.3 -0.1
H 1.0507 0.9913 -0.4282 -0.2 1.8 -0.1
H 1.6657 -0.3485 -1.0139 3.9 -2.6 -0.9
H 0.2188 0.1583 -1.9694 1.6 0.6 1.5
H 0.7178 -2.3074 -0.9734 -0.8 -1.0 0.5
H -0.2783 -2.7701 0.5022 0.3 -0.5 0.4
H -1.1141 -2.6029 -1.0296 1.0 1.1 0.5
H 1.1734 -1.0419 1.7462 -0.5 -0.4 -0.7
H 0.3756 0.4381 1.8864 -0.7 -1.0 -1.2
H -0.5270 -1.0312 1.9788 -2.5 -1.6 2.0
H -0.5980 2.6191 0.7559 0.0 0.5 0.6
H -0.6279 2.4179 -1.0484 0.1 0.4 1.0
H -2.0583 3.2371 -0.4315 1.6 -0.8 1.5
```
Forces are in eV/Å.

Results
Charge: 0
Energy above the lowest of the compared OMol25 structures with the same formula, charge and spin, kJ/mol: 724.8
HOMO level (alpha / beta), eV: -7.35 / -7.80
Orbital gap (alpha / beta), eV: 5.9234 / 6.7250
LUMO level (alpha / beta), eV: -1.4237 / -1.0775

=====

C8H12BrFNO8S2 | ωB97M-V/def2-TZVPD

The geometry in XYZ format:
```
33
Properties=species:S:1:pos:R:3:forces:R:3
O -2.8897 0.1808 0.2029 -1.8 -5.7 -0.8
S -2.9299 -1.3870 0.0224 5.1 4.3 0.7
O -1.5587 -1.9014 0.5249 -5.3 0.4 -1.4
F -4.1944 -1.9907 1.0646 2.1 0.9 -2.1
N -3.2504 -1.6662 -1.6717 0.7 -2.3 2.8
S -2.4806 -3.1173 -2.2652 4.9 2.3 -6.4
O -2.8214 -3.1988 -3.8040 -0.1 0.3 5.8
O -0.9121 -3.0777 -2.2030 -5.5 -0.4 1.1
Br -3.2179 -5.0228 -1.3632 0.0 0.5 0.2
O 3.9252 1.7595 -2.1192 -1.2 -1.0 -0.7
C 2.9694 1.0020 -2.1478 1.2 1.2 0.2
O 2.3591 0.5756 -3.2923 0.9 0.6 0.2
C 1.2163 -0.2072 -2.9499 -0.7 -0.5 -0.3
C 1.4703 -0.6886 -1.5454 -0.4 -0.6 0.5
C 2.2674 0.4430 -0.9474 0.1 -0.3 -0.1
H 0.3258 0.4265 -3.0175 0.1 0.0 0.0
H 1.1143 -1.0383 -3.6538 0.1 0.3 0.0
H 0.5530 -0.9159 -0.9957 0.1 -0.1 -0.2
H 2.0841 -1.5972 -1.5699 -0.2 0.1 0.0
H 1.6211 1.2146 -0.5199 0.4 -0.2 -0.1
H 2.9828 0.0815 -0.2052 -0.1 0.5 0.0
O 2.7059 1.2634 2.5719 -1.8 0.0 -0.5
C 1.5013 1.4446 2.5072 2.0 -0.1 -0.2
O 0.7559 1.2682 1.3770 0.8 0.0 1.0
C -0.5876 1.6739 1.6340 -1.0 0.0 -0.5
C -0.7477 1.5949 3.1297 -0.7 -0.1 0.5
C 0.6345 1.9329 3.6281 -0.4 -0.2 0.4
H -0.7238 2.6920 1.2546 0.1 0.0 0.0
H -1.2804 1.0061 1.1137 0.4 0.2 0.0
H -1.5263 2.2586 3.5150 0.1 -0.1 -0.1
H -1.0027 0.5689 3.4218 0.0 0.2 -0.1
H 0.7731 3.0115 3.7434 0.1 -0.1 0.1
H 0.8638 1.4108 4.5600 0.3 0.3 -0.1
```
Forces are in eV/Å.

Results
Charge: -1
HOMO level, eV: -7.30
Orbital gap, eV: 8.8155
LUMO level, eV: 1.5122

=====

C8H12BrN2 | ωB97M-V/def2-TZVPD

The geometry in XYZ format:
```
23
Properties=species:S:1:pos:R:3:forces:R:3
C -2.2012 -0.3078 -0.9940 -0.9 -0.5 -0.3
C -0.6983 1.2021 -0.1650 1.0 0.3 0.6
C 0.6621 -2.0350 0.2424 -1.3 1.5 -2.3
C -0.1461 -1.0087 -0.1705 -0.7 -0.9 0.1
C 0.2878 -3.4244 -0.1217 -3.5 0.8 -0.6
C 1.9243 -1.6170 0.7776 4.0 0.8 0.3
C 0.4208 3.4786 0.5462 -0.7 -3.7 2.2
C -0.7216 2.5994 -0.0202 -2.7 6.0 0.4
N 0.1096 0.3415 0.0777 -0.3 -1.6 -0.2
N -1.4374 -1.2143 -0.7572 1.3 -0.1 0.7
Br -0.9210 3.3330 -1.8809 -0.5 -0.4 0.2
H -3.2436 -0.2370 -1.3093 0.3 0.0 0.0
H -1.7556 0.8389 -0.8107 -0.1 0.2 0.1
H -0.6217 -3.7461 0.5091 1.3 0.4 -0.9
H -0.1101 -3.3965 -1.2038 0.8 -0.3 1.7
H 1.0425 -4.1267 0.0024 1.4 -1.1 0.2
H 2.1464 -2.2645 1.6820 0.0 1.3 -0.6
H 2.0368 -0.4437 0.8516 -0.4 -2.6 0.6
H 2.8478 -1.8371 0.0589 -2.1 -0.1 1.1
H 0.1490 4.4750 0.7890 -0.6 0.7 0.0
H 1.1765 3.4324 -0.1502 2.1 0.1 -1.2
H 0.6930 2.9033 1.4743 0.3 1.0 -0.6
H -1.6402 3.0545 0.5722 1.3 -1.7 -1.4
```
Forces are in eV/Å.

Results
Charge: +1
Energy above the lowest of the compared OMol25 structures with the same formula, charge and spin, kJ/mol: 508.0
HOMO level, eV: -13.31
Orbital gap, eV: 8.5515
LUMO level, eV: -4.7567

=====

C8H12BrO4PSZn | ωB97M-V/def2-TZVPD

The geometry in XYZ format:
```
28
Properties=species:S:1:pos:R:3:forces:R:3
C 0.3405 3.2993 -2.4301 -0.2 0.4 -0.4
C 0.6589 2.5227 -1.5821 0.8 0.0 1.0
C 1.2734 1.7538 -0.4882 -1.4 -0.6 -0.5
C 0.5937 0.3420 -0.3650 2.8 1.1 -0.2
Br -0.7896 0.4985 1.0533 -0.5 -0.2 -0.2
O 1.5726 -0.5201 -0.1074 -1.4 -0.2 0.5
C 1.1929 -1.8229 0.3969 1.0 -0.8 0.4
C 1.5755 -1.9540 1.9225 -0.6 0.3 0.1
C 0.4024 -2.3680 2.8398 0.8 -0.3 -0.2
O 2.1993 -0.7780 2.3913 0.1 0.0 -0.1
O 0.0355 0.0252 -1.6859 -1.3 -0.1 0.3
C -1.2518 -0.2871 -1.7104 0.6 0.0 -0.1
O -1.7708 -1.3151 -1.4952 -0.6 -0.6 0.0
P -2.3875 1.1449 -2.2270 0.9 0.7 -0.4
S -4.3368 0.7210 -1.7950 -1.2 0.6 1.3
H 0.1709 4.0583 -3.1514 -0.2 0.1 -0.3
H 1.0978 2.2674 0.4510 0.4 0.2 0.1
H 2.3320 1.5902 -0.6723 0.1 0.0 0.0
H 1.8241 -2.5278 -0.1414 0.0 0.1 -0.2
H 0.1647 -2.0988 0.1653 -0.1 0.4 0.1
H 2.3483 -2.7133 2.0034 0.0 0.0 -0.2
H -0.4354 -2.7966 2.2893 -0.1 0.2 0.1
H 0.1211 -1.5286 3.4767 -0.3 0.0 -0.2
H 0.7734 -3.1413 3.5112 -0.2 0.0 0.1
H 1.5224 -0.1539 2.6633 0.0 0.1 0.2
H -2.3439 1.2651 -3.6360 0.0 0.0 0.3
H -1.9680 2.3887 -1.7168 0.0 -0.2 -0.1
Zn -4.9155 2.1283 0.0403 0.5 -1.0 -1.2
```
Forces are in eV/Å.

Results
Charge: +2
Energy above the lowest of the compared OMol25 structures with the same formula, charge and spin, kJ/mol: 0.0
HOMO level, eV: -15.19
Orbital gap, eV: 3.0150
LUMO level, eV: -12.1722

=====

Among the records above, which one has the highest charge? C8H12BrO4PSZn

=====

Which formula does entry 6 have? C8H12B3F12K2O6